Density functional theory data (ωB97M-V/def2-TZVPD) for a molecular structure, C12H14FHfIN2 in a non-equilibrium geometry.

Total charge: +2
E_HOMO: -16.397 eV
Spin multiplicity: 1
E: -27763.6153 eV
ΔE to the lowest compared entry with this formula, charge and spin: 0.0 kJ/mol

The geometry in XYZ format:
```
31
Properties=species:S:1:pos:R:3:forces:R:3:nbo_charge:R:1
H -2.347 3.181 3.391 0.346 -0.217 0.034 0.2775
C 1.891 1.486 -1.909 -0.518 0.113 0.636 0.1007
C 0.489 3.571 -0.748 -0.461 -0.555 0.600 -0.1770
F 1.880 -1.756 0.823 -0.539 0.382 -0.464 -0.6376
C -1.622 1.123 3.337 0.092 -0.079 0.113 -0.2116
C 0.121 -5.005 -1.576 -0.036 -0.382 -0.070 -0.6147
C 1.947 2.761 -2.473 0.098 -0.362 -0.217 -0.2011
H -0.432 -5.446 0.483 -0.018 0.197 -0.039 0.2190
H 1.055 -4.485 -1.357 0.033 0.063 0.051 0.1848
H 0.383 -6.045 -1.816 0.018 0.315 0.047 0.2372
H -0.728 3.891 1.593 -0.392 -0.201 0.137 0.2536
H -2.184 0.763 4.203 0.370 0.252 -0.192 0.2851
H -0.484 -0.740 3.058 -0.587 0.301 -0.288 0.2553
C 0.417 2.275 -0.214 1.090 -0.190 -1.302 0.1769
C -1.692 2.456 2.906 0.123 -0.599 -0.083 -0.0491
I -1.304 -1.462 -1.778 0.352 0.123 0.311 -0.1676
Hf 0.570 -0.689 -0.043 0.244 -1.665 -0.316 2.3332
H 2.595 2.946 -3.335 -0.309 -0.186 0.285 0.2822
H 2.469 0.617 -2.259 -0.236 0.654 -0.141 0.2452
H -1.235 -3.992 -0.183 -0.018 0.028 0.166 0.1606
H 1.120 4.765 -2.445 0.162 -0.278 0.325 0.2772
H -1.733 -5.609 -0.676 0.032 0.203 0.118 0.2293
C -0.867 -4.992 -0.411 0.010 -0.522 -0.261 -0.6110
C -0.794 0.236 2.660 -0.074 0.312 -1.146 0.1131
C -0.884 2.843 1.837 0.123 0.205 -0.584 -0.1809
H 0.015 4.405 -0.228 -0.018 -0.330 -0.324 0.2599
C 1.169 3.796 -1.941 0.387 -0.504 -0.047 -0.0610
N -0.309 0.558 1.404 0.217 1.596 1.323 -0.6912
N 1.084 1.226 -0.829 0.559 1.802 -0.536 -0.6720
C -0.283 1.900 1.013 -1.054 -0.497 1.781 0.1852
H -0.308 -4.580 -2.488 0.006 0.019 0.085 0.1987
```
Positions in Å, forces in eV/Å.



Density functional theory data (ωB97M-V/def2-TZVPD) for 3 unconnected molecules or ions with the total composition C18H40BrN2 in a non-equilibrium geometry.

Total charge: +2
E_HOMO (alpha / beta): -15.617 / -15.617 eV
Spin multiplicity: 2
E: -92321.1072 eV
ΔE to the lowest compared entry with this formula, charge and spin: 0.0 kJ/mol

The geometry in XYZ format:
```
61
Properties=species:S:1:pos:R:3:forces:R:3:mulliken_spin:R:1
H 15.486 7.086 7.938 -0.120 0.264 -0.477 0.0000
C 15.325 6.374 12.748 -0.424 -0.563 -0.236 -0.0037
H 13.504 12.104 8.901 0.142 0.001 -0.656 0.0002
H 12.767 18.425 8.650 -0.311 0.592 -0.293 0.0000
H 16.633 11.504 10.496 0.130 0.041 0.287 -0.0004
C 14.037 3.592 12.703 0.660 -0.145 -1.243 -0.0002
H 12.382 18.530 10.317 0.108 0.656 0.234 0.0000
C 12.544 13.176 10.845 1.065 0.787 -1.521 0.0052
H 15.264 13.169 12.153 -0.483 0.307 -0.051 -0.0008
H 17.036 13.183 10.442 -0.478 0.324 0.362 0.0001
H 16.782 6.904 9.960 -0.260 -0.517 0.882 -0.0014
H 14.658 7.231 12.846 0.459 0.238 -0.127 0.0012
H 12.405 13.658 11.813 -0.177 -0.365 -0.081 0.0002
H 13.211 4.511 10.891 -0.357 0.214 0.266 0.0004
H 14.603 15.247 11.400 -0.383 0.031 0.094 0.0002
N 13.960 13.473 10.364 1.003 -0.140 0.461 0.0029
H 13.042 5.483 12.483 -0.775 -0.076 -0.660 0.0003
N 14.874 5.612 11.532 -0.864 -0.470 -0.301 -0.0001
H 13.855 3.712 13.771 0.560 0.336 -0.043 0.0000
C 13.433 15.983 9.720 -1.351 -1.300 -0.128 -0.0002
C 13.622 4.806 11.856 -0.036 0.712 1.160 0.0002
C 14.992 12.638 11.240 0.174 1.522 -0.464 -0.0054
H 17.029 8.981 7.096 -0.095 -0.231 -0.220 0.0001
H 15.000 8.726 8.462 -0.095 -0.019 -0.272 0.0005
H 16.390 6.579 12.643 -0.268 0.397 0.103 0.0006
C 15.554 3.391 12.231 -1.749 -1.394 1.517 0.0001
H 14.000 13.712 8.195 -0.417 -0.175 0.198 -0.0001
H 13.751 19.534 9.585 0.134 -0.370 0.470 0.0000
H 13.398 2.747 12.449 0.182 -0.030 -0.247 -0.0001
H 16.286 13.118 8.250 -0.222 -0.064 -0.068 0.0001
H 15.618 11.487 8.461 0.503 0.008 -0.027 0.0001
C 15.804 4.435 11.239 1.558 2.512 -1.185 0.0008
C 15.654 12.493 8.881 0.329 -0.295 0.271 0.0001
H 15.723 8.180 10.728 1.063 0.492 -0.134 0.0002
H 12.451 15.945 10.193 -0.168 0.009 -0.003 0.0002
C 14.213 12.932 8.926 -0.704 0.511 1.483 -0.0006
H 14.365 5.861 9.525 -0.428 0.185 -0.121 0.0043
H 14.897 17.344 9.163 0.141 0.038 -0.217 0.0000
H 14.473 17.517 10.800 0.235 -0.750 0.450 0.0000
C 14.031 17.314 9.825 2.647 2.653 1.002 0.0000
H 15.670 4.132 10.201 -0.444 -0.029 0.077 -0.0001
C 15.815 7.406 9.965 -1.079 0.595 0.183 0.0037
C 13.224 18.581 9.627 -1.614 -1.387 -1.489 0.0000
C 17.152 8.488 8.060 -1.136 0.296 -0.399 0.0000
Br 12.783 9.387 11.926 -0.099 0.030 0.072 1.0045
H 17.539 9.301 8.675 0.149 -0.347 0.466 0.0000
C 14.559 6.585 10.316 2.125 -2.326 0.301 -0.0158
C 14.364 14.998 10.366 0.631 -1.482 0.605 0.0002
H 17.876 7.688 7.903 0.038 0.085 0.336 0.0000
C 15.765 7.953 8.537 0.657 0.164 0.251 -0.0017
H 12.421 12.095 10.780 -0.025 0.159 0.597 -0.0049
H 11.918 13.601 10.060 -0.364 0.178 0.417 -0.0003
H 15.145 5.771 13.638 0.236 -0.189 -0.131 0.0005
C 16.198 12.492 10.347 0.244 -1.261 -1.315 0.0018
H 14.594 11.672 11.549 -0.488 0.200 -0.495 -0.0015
H 15.326 15.009 9.853 0.044 -0.062 -0.098 -0.0001
H 16.194 3.426 13.114 0.188 -0.013 -0.295 0.0002
H 13.681 7.182 10.562 0.202 -0.184 0.071 0.0084
H 15.677 2.445 11.704 0.054 -0.188 0.503 0.0001
H 16.822 4.822 11.290 0.078 -0.019 -0.044 0.0002
H 13.324 15.750 8.661 -0.323 -0.147 -0.078 -0.0001
```
Positions in Å, forces in eV/Å.



Density functional theory data (ωB97M-V/def2-TZVPD) for a single C11H17N5O3 molecule in a non-equilibrium geometry.

SMILES string: CNC(=O)CNC(=O)[C@@H](Cc1cnc[nH]1)NC(C)=O
E_HOMO: -8.981 eV
Spin multiplicity: 1
E: -25277.3996 eV
ΔE to the lowest compared entry with this formula, charge and spin: 34.2 kJ/mol

The geometry in XYZ format:
```
36
Properties=species:S:1:pos:R:3:forces:R:3:nbo_charge:R:1
H 1.055 0.521 -1.305 0.355 0.401 -0.011 0.2422
N 1.033 2.283 -0.163 -1.229 -1.064 0.027 -0.6019
H -0.277 -2.548 1.616 0.403 -0.699 -0.397 0.4246
H 2.988 -1.485 2.470 -0.301 -0.074 -0.479 0.2445
H 2.016 4.650 -0.742 -0.950 0.792 -0.875 0.2251
C 2.626 4.053 -0.131 0.238 -1.045 0.528 -0.7016
O -0.469 -0.482 1.175 0.406 0.047 -0.211 -0.7043
H 1.296 -1.365 2.923 0.003 0.572 -0.277 0.2166
C 0.475 0.989 -0.505 0.064 -0.388 -0.173 -0.1308
O 2.645 -3.711 1.502 -1.096 0.455 -0.184 -0.6336
H -3.385 2.698 2.645 0.620 -0.133 -0.733 0.2106
H 0.397 2.988 0.149 -0.485 0.296 0.009 0.4154
H 3.643 4.181 -0.426 0.709 0.235 0.155 0.2459
O 3.197 1.761 -0.560 -1.377 0.717 0.400 -0.6682
N -2.217 1.663 1.107 -0.071 -0.491 -0.020 -0.5252
H -0.587 -4.487 -0.062 -0.164 0.309 0.076 0.2004
N 0.402 -3.302 1.432 -1.307 0.131 -0.281 -0.6183
H -0.845 1.632 -2.085 -0.158 0.032 0.391 0.2399
C 1.678 -2.946 1.608 2.372 -1.265 -0.117 0.6464
H -1.352 0.157 -1.225 0.152 0.203 -0.188 0.2377
C 1.967 -1.520 2.067 -0.462 0.508 0.217 -0.3066
C -0.944 1.169 -1.094 -0.307 -0.971 0.825 -0.4238
C -2.905 2.690 1.651 -0.149 1.924 -1.997 0.1578
H 0.692 -5.367 0.739 -0.162 1.123 0.365 0.2386
H -0.786 -5.056 1.630 0.101 0.368 -0.327 0.2026
C 0.558 -0.044 0.642 0.067 -0.535 0.954 0.6889
H -1.961 0.834 1.618 0.170 -0.253 -0.355 0.4477
N 1.797 -0.479 1.031 -0.601 0.492 -0.607 -0.6055
C -1.882 1.950 -0.219 0.058 1.282 0.770 0.0607
N -3.002 3.705 0.758 0.281 -1.650 0.014 -0.4714
H 2.600 -0.077 0.521 -0.448 -0.370 0.473 0.4480
H 2.432 4.321 0.894 0.232 0.329 0.488 0.2308
C 2.305 2.595 -0.291 2.821 -0.590 -0.799 0.6871
C -2.370 3.226 -0.410 -0.313 -0.177 1.573 -0.1054
C -0.097 -4.594 0.904 0.668 -0.572 0.543 -0.4243
H -2.276 3.810 -1.317 -0.139 0.063 0.224 0.2093
```
Positions in Å, forces in eV/Å.



Density functional theory data (ωB97M-V/def2-TZVPD) for a molecular structure, C4H7FO in a non-equilibrium geometry.

E_HOMO: -9.889 eV
Spin multiplicity: 1
E: -9024.6946 eV
ΔE to the lowest compared entry with this formula, charge and spin: 152.1 kJ/mol

The geometry in XYZ format:
```
13
Properties=species:S:1:pos:R:3:forces:R:3:nbo_charge:R:1
H -1.318 1.545 0.867 0.487 0.336 -0.227 0.1616
H 1.018 -0.582 -1.385 0.395 0.988 0.333 0.1678
H -1.735 -0.955 0.835 -0.464 0.042 -0.585 0.1717
C -0.627 1.230 0.057 0.102 -0.019 0.821 -0.0563
C 1.352 -0.397 -0.340 -0.315 -0.575 0.040 0.0547
H 1.796 -1.355 -0.072 -0.269 -0.207 0.495 0.1623
F 2.413 0.499 -0.214 -0.543 0.207 -0.390 -0.3699
C 0.137 -0.032 0.548 2.363 0.965 -1.743 -0.2928
C -1.052 -0.762 -0.009 -0.439 0.476 1.053 -0.0654
H -0.161 2.107 -0.445 -0.101 -0.774 0.351 0.1978
O -1.367 0.387 -0.806 -1.206 -0.520 -0.933 -0.5265
H 0.447 -0.043 1.561 -0.107 -0.309 1.129 0.2092
H -0.903 -1.642 -0.598 0.097 -0.609 -0.344 0.1859
```
Positions in Å, forces in eV/Å.



Density functional theory data (ωB97M-V/def2-TZVPD) for a molecular structure, ClTi in a non-equilibrium geometry.

E_HOMO (alpha / beta): -7.493 / -9.838 eV
Spin multiplicity: 4
E: -35635.0040 eV
ΔE to the lowest compared entry with this formula, charge and spin: 24.7 kJ/mol

The geometry in XYZ format:
```
2
Properties=species:S:1:pos:R:3:forces:R:3:mulliken_spin:R:1
Cl 0.178 -0.378 -1.196 -0.280 0.576 1.829 -0.0377
Ti -0.178 0.378 1.196 0.280 -0.576 -1.829 3.0377
```
Positions in Å, forces in eV/Å.



Density functional theory data (ωB97M-V/def2-TZVPD) for a molecular structure, H14NaO7.

Total charge: +1
E_HOMO: -14.093 eV
Spin multiplicity: 1
E: -18971.5202 eV
ΔE to the lowest compared entry with this formula, charge and spin: 192.2 kJ/mol

The geometry in XYZ format:
```
22
Properties=species:S:1:pos:R:3:forces:R:3:nbo_charge:R:1
H 1.216 -3.538 1.768 0.257 -0.128 -0.032 0.4813
H -0.130 -3.652 2.452 -0.220 -0.118 0.172 0.4865
H 2.105 1.311 2.878 0.282 -0.115 0.129 0.4794
H -3.809 -0.251 2.250 -0.266 -0.176 0.016 0.4884
H -2.606 0.610 2.572 -0.040 0.223 0.294 0.4701
H 1.401 2.616 3.182 -0.075 0.269 0.124 0.4898
H -2.215 -2.285 -2.745 -0.062 0.069 -0.290 0.4834
O 2.810 -0.983 -1.112 -0.458 0.197 0.286 -0.9637
O 0.391 -3.070 1.897 -0.048 0.483 -0.247 -0.9665
H 2.783 -1.908 -1.357 0.014 -0.306 -0.076 0.4814
O -1.306 3.219 -0.227 0.097 -0.556 0.059 -0.9524
H -0.566 3.660 -0.644 0.174 0.195 -0.235 0.4774
H 1.965 1.671 -4.249 0.229 0.075 -0.203 0.4717
O 1.079 1.664 -3.887 -0.197 0.112 0.100 -0.9272
H -1.543 3.788 0.505 -0.160 0.168 0.186 0.4771
O -1.987 -2.202 -1.819 0.290 0.256 0.282 -0.9593
O 1.381 1.866 2.589 -0.286 -0.372 -0.406 -0.9678
H 1.110 1.010 -3.188 -0.013 -0.206 0.104 0.4557
H 3.373 -0.577 -1.771 0.233 0.167 -0.131 0.4838
Na -0.129 -0.080 0.477 -0.218 -0.001 0.053 0.9908
O -3.037 0.151 1.851 0.568 -0.016 -0.317 -0.9569
H -2.287 -3.020 -1.423 -0.101 -0.219 0.129 0.4771
```
Positions in Å, forces in eV/Å.